The following is a DFT calculation (the ωB97M-V functional and the def2-TZVPD basis) of C31H20FeN4O7PS3Sb as an isolated structure in a non-equilibrium geometry.

Cartesian coordinates (Å):
Fe  0.881  0.799  -0.275
C  -5.260  -2.732  3.334
C  -4.708  -1.455  3.353
C  -3.469  -1.228  2.778
C  -2.762  -2.259  2.152
C  -3.329  -3.530  2.134
C  -4.565  -3.766  2.726
P  -1.124  -1.770  1.475
C  -0.469  -3.381  0.896
C  -0.144  -4.345  1.850
C  0.441  -5.547  1.482
C  0.734  -5.795  0.147
C  0.437  -4.834  -0.808
C  -0.163  -3.637  -0.438
C  -1.674  -0.989  -0.091
C  -2.883  -1.418  -0.645
C  -3.452  -0.788  -1.736
C  -2.794  0.309  -2.281
C  -1.584  0.733  -1.754
C  -0.996  0.089  -0.659
H  -6.226  -2.915  3.790
H  -5.238  -0.639  3.827
H  -3.034  -0.233  2.812
H  -2.805  -4.346  1.651
H  -4.987  -4.764  2.705
H  -0.341  -4.147  2.898
H  0.686  -6.282  2.240
H  1.206  -6.726  -0.143
H  0.683  -5.005  -1.848
H  -0.366  -2.882  -1.189
H  -3.402  -2.261  -0.198
H  -4.392  -1.140  -2.142
H  -3.205  0.838  -3.133
H  -1.080  1.562  -2.232
S  5.296  -0.493  -0.798
Sb  3.197  -1.313  -1.097
S  1.733  -0.981  0.744
S  1.747  0.074  -2.309
O  2.063  7.951  1.371
N  1.378  7.760  0.380
O  0.844  8.658  -0.253
C  1.207  6.384  -0.081
C  1.802  5.344  0.641
C  1.659  4.048  0.192
C  0.815  3.715  -0.947
O  0.509  2.531  -1.246
C  0.307  4.849  -1.652
C  0.486  6.162  -1.221
N  -0.500  4.700  -2.863
O  -0.695  3.590  -3.321
O  -0.998  5.714  -3.344
N  2.325  3.043  0.885
O  2.915  3.301  1.958
O  2.442  1.838  0.368
H  2.391  5.530  1.523
H  0.051  6.975  -1.777
N  -2.574  3.755  5.599
C  -2.059  3.277  4.687
C  -1.412  2.673  3.547
C  -0.426  1.708  3.730
C  0.177  1.115  2.632
C  -0.184  1.462  1.330
C  -1.168  2.441  1.170
C  -1.778  3.046  2.256
H  -0.127  1.429  4.733
H  0.950  0.377  2.804
H  -1.489  2.723  0.176
H  -2.539  3.802  2.104

Atoms 1-6, force components in eV/Å:
Fe -0.5 1.0 0.4
C 0.0 0.0 0.0
C 0.0 0.0 0.0
C 0.0 0.0 0.0
C -0.1 0.0 0.1
C 0.0 -0.1 0.0

Properties
Strongest force on any atom: 1.171 eV/A
HOMO-LUMO gap (spin up / spin down): 5.10 / 6.11 eV
Spin multiplicity: 5
Charge: -2
Expectation value of S²: 6.231

Atom charges from the natural (NBO) analysis, given in e for atoms 1 to 6: atom 1 (Fe): 0.919, atom 2 (C): -0.237, atom 3 (C): -0.215, atom 4 (C): -0.220, atom 5 (C): -0.225, atom 6 (C): -0.262



The following is a DFT calculation (the ωB97M-V functional and the def2-TZVPD basis) of C31H21BaCl2IN4O3SSe as an isolated structure in a non-equilibrium geometry.

Cartesian coordinates (Å):
Ba  -0.120  -1.015  1.061
I  0.421  -0.431  4.294
C  2.545  -0.745  4.148
C  3.200  -0.777  5.347
C  4.600  -0.918  5.370
C  5.288  -1.012  4.196
C  4.615  -0.981  2.952
C  5.345  -1.053  1.743
C  4.697  -0.969  0.544
C  3.290  -0.850  0.508
C  2.494  -0.816  1.638
C  3.188  -0.851  2.888
H  2.649  -0.685  6.273
H  5.113  -0.932  6.324
H  6.369  -1.104  4.201
H  6.422  -1.168  1.785
H  5.262  -0.995  -0.382
H  2.827  -0.780  -0.480
Se  -0.239  4.788  -4.877
N  -0.146  3.024  -4.918
C  -0.107  2.609  -3.675
C  -0.039  1.216  -3.290
C  -0.007  0.187  -4.235
C  0.029  -1.116  -3.800
C  0.043  -1.355  -2.427
N  0.024  -0.394  -1.520
C  -0.015  0.884  -1.927
C  -0.049  1.932  -0.899
N  -0.012  1.555  0.387
C  -0.081  2.480  1.326
C  -0.174  3.844  1.057
C  -0.184  4.252  -0.257
C  -0.123  3.286  -1.265
C  -0.153  3.637  -2.668
N  -0.228  4.868  -3.112
H  -0.021  0.449  -5.285
H  0.049  -1.941  -4.498
H  0.060  -2.369  -2.041
H  -0.063  2.119  2.350
H  -0.229  4.558  1.866
H  -0.238  5.294  -0.541
C  -4.600  -1.062  1.150
S  -2.890  -1.171  0.553
O  -2.163  -0.212  1.426
C  -3.224  -0.198  -0.931
C  -3.365  -0.825  -2.160
C  -3.638  -0.060  -3.285
C  -3.768  1.318  -3.175
C  -3.622  1.938  -1.941
C  -3.342  1.179  -0.816
H  -4.857  -0.010  1.250
H  -4.620  -1.559  2.119
H  -5.262  -1.569  0.449
H  -3.263  -1.902  -2.232
H  -3.745  -0.538  -4.250
H  -3.972  1.912  -4.057
H  -3.723  3.013  -1.856
H  -3.214  1.643  0.156
Cl  -0.582  -5.976  0.263
C  -0.267  -4.794  1.532
Cl  1.466  -4.446  1.698
C  -0.893  -3.420  1.220
O  -1.364  -2.807  2.192
O  -0.773  -2.980  0.061
H  -0.618  -5.199  2.473

Atoms 1-6, force components in eV/Å:
Ba 6.4 2.0 0.6
I 0.7 0.0 0.3
C -0.3 0.1 0.3
C -0.2 0.0 0.0
C 0.1 0.0 0.0
C 0.0 0.0 0.1

Properties
Strongest force on any atom: 6.761 eV/A
HOMO-LUMO gap: 5.34 eV
Spin multiplicity: 1
Charge: 0

Atom charges from the Löwdin analysis, given in e for atoms 1 to 6: atom 1 (Ba): 1.873, atom 2 (I): 0.934, atom 3 (C): -0.571, atom 4 (C): -0.183, atom 5 (C): -0.097, atom 6 (C): -0.049



The following is a DFT calculation (the ωB97M-V functional and the def2-TZVPD basis) of C31H22BrCl2F5N6O3TeV as an isolated structure in a non-equilibrium geometry.

Cartesian coordinates (Å):
V  -0.059  -1.008  -0.560
Cl  6.717  -1.570  -0.636
C  5.023  -2.010  -0.494
C  4.080  -1.200  -1.116
C  2.734  -1.503  -1.018
N  1.666  -0.751  -1.581
C  1.883  -0.100  -2.731
O  2.824  -0.290  -3.507
C  0.960  1.061  -3.063
C  1.444  1.943  -3.999
C  0.771  3.134  -4.298
C  -0.378  3.411  -3.619
C  -0.909  2.527  -2.653
N  -0.239  1.283  -2.404
C  2.338  -2.623  -0.256
C  3.282  -3.449  0.327
C  4.630  -3.135  0.207
Cl  5.799  -4.203  0.960
N  0.945  -2.787  -0.227
C  0.306  -3.939  -0.160
O  0.681  -5.078  0.132
C  -1.128  -3.708  -0.651
C  -2.047  -4.734  -0.698
C  -3.286  -4.504  -1.273
C  -3.550  -3.263  -1.807
C  -2.581  -2.278  -1.734
N  -1.390  -2.480  -1.150
H  4.410  -0.344  -1.686
H  2.378  1.666  -4.464
H  1.145  3.809  -5.057
H  -0.973  4.283  -3.862
H  -2.671  1.945  -1.611
H  2.966  -4.330  0.865
H  -1.747  -5.688  -0.284
H  -4.029  -5.292  -1.315
H  -4.498  -3.027  -2.271
H  -2.737  -1.288  -2.131
Br  2.614  1.656  1.130
C  2.096  1.268  2.915
C  2.616  2.118  3.849
C  2.374  1.907  5.225
C  1.645  0.830  5.623
C  1.093  -0.069  4.672
C  0.343  -1.186  5.128
C  -0.209  -2.040  4.223
C  -0.074  -1.806  2.841
C  0.616  -0.722  2.360
C  1.280  0.155  3.282
H  3.226  2.949  3.522
H  2.783  2.598  5.954
H  1.461  0.641  6.675
H  0.213  -1.330  6.196
H  -0.783  -2.898  4.558
H  -0.544  -2.478  2.135
C  -1.953  5.192  -1.650
N  -2.714  3.997  -1.952
C  -4.083  4.020  -1.460
C  -2.109  2.764  -2.013
N  -0.785  0.400  -1.585
H  -2.156  6.003  -2.358
H  -0.890  4.969  -1.667
H  -2.210  5.543  -0.643
H  -4.607  4.887  -1.876
H  -4.108  4.066  -0.367
H  -4.596  3.111  -1.764
F  -3.436  1.688  1.074
Te  -2.271  0.225  0.759
F  -3.693  -0.885  1.397
F  -1.088  1.755  0.755
F  -3.464  0.226  -0.808
F  -2.023  0.426  2.629
O  0.672  -0.457  1.067

Atoms 1-6, force components in eV/Å:
V 0.8 0.5 -0.8
Cl -0.2 -0.1 0.0
C 0.2 0.1 0.0
C 0.1 0.0 0.0
C -0.5 0.0 -0.3
N 0.9 -0.3 0.4

Properties
Strongest force on any atom: 1.911 eV/A
HOMO-LUMO gap (spin up / spin down): 5.55 / 6.63 eV
Spin multiplicity: 4
Charge: -2
Expectation value of S²: 3.860

Atom charges from the Löwdin analysis, given in e for atoms 1 to 6: atom 1 (V): 0.755, atom 2 (Cl): 0.594, atom 3 (C): -0.669, atom 4 (C): -0.055, atom 5 (C): -0.191, atom 6 (N): 0.027



The following is a DFT calculation (the ωB97M-V functional and the def2-TZVPD basis) of C31H22BrGeNO8PtS2 as an isolated structure in a non-equilibrium geometry.

Cartesian coordinates (Å):
Pt  -0.054  0.133  -2.205
O  -3.823  2.053  -2.489
S  -2.634  1.252  -2.313
O  -1.382  2.008  -2.600
O  -2.553  0.595  -1.004
C  -2.793  -0.098  -3.508
C  -3.855  -0.937  -3.190
C  -4.097  -2.088  -3.919
C  -3.274  -2.408  -4.982
C  -2.224  -1.572  -5.319
C  -1.968  -0.414  -4.597
S  -0.643  0.621  -5.280
O  -1.278  1.892  -5.532
O  -0.188  -0.081  -6.465
O  0.470  0.687  -4.272
H  -4.467  -0.685  -2.334
H  -4.914  -2.743  -3.639
H  -3.436  -3.321  -5.543
H  -1.562  -1.804  -6.139
C  0.503  -0.550  -0.252
Ge  0.894  0.681  1.249
C  0.513  2.570  0.862
C  1.294  3.600  1.392
C  0.996  4.931  1.126
C  -0.087  5.253  0.318
C  -0.870  4.242  -0.219
C  -0.573  2.914  0.057
C  2.581  0.780  2.268
C  3.852  0.566  1.732
C  4.989  0.673  2.519
C  4.880  0.996  3.867
C  3.626  1.217  4.415
C  2.490  1.112  3.618
C  -0.460  0.081  2.563
C  -0.310  -1.161  3.188
C  -1.361  -1.751  3.874
C  -2.592  -1.109  3.945
C  -2.754  0.130  3.345
C  -1.696  0.718  2.660
H  2.151  3.363  2.011
H  1.615  5.717  1.543
H  -0.316  6.291  0.104
H  -1.709  4.471  -0.864
H  -1.201  2.139  -0.362
H  3.946  0.295  0.688
H  5.965  0.493  2.084
H  5.767  1.068  4.485
H  3.529  1.467  5.466
H  1.512  1.281  4.057
H  0.643  -1.677  3.129
H  -1.231  -2.726  4.331
H  -3.424  -1.582  4.454
H  -3.715  0.630  3.380
H  -1.844  1.677  2.178
Br  2.934  -5.893  1.312
C  2.249  -4.236  0.648
C  2.715  -3.046  1.162
N  2.186  -1.885  0.803
C  1.217  -1.826  -0.126
C  0.850  -2.997  -0.824
C  1.303  -4.213  -0.364
C  0.076  -2.984  -2.124
O  -0.347  -4.051  -2.558
O  0.022  -1.877  -2.764
H  3.515  -3.014  1.896
H  -0.570  -0.761  -0.111
H  0.924  -5.112  -0.833

Atoms 1-6, force components in eV/Å:
Pt 2.4 -1.6 -0.5
O 0.0 0.2 -0.1
S -0.4 0.1 0.3
O 0.3 -0.6 0.4
O -0.5 0.1 -0.3
C 0.2 0.0 0.0

Properties
Strongest force on any atom: 2.935 eV/A
HOMO-LUMO gap (spin up / spin down): 6.41 / 6.41 eV
Spin multiplicity: 1
Charge: -2

Atom charges from the natural (NBO) analysis, given in e for atoms 1 to 6: atom 1 (Pt): 0.989, atom 2 (O): -0.987, atom 3 (S): 2.387, atom 4 (O): -0.990, atom 5 (O): -1.018, atom 6 (C): -0.341



| no. | molecular weight (Da) | total energy (eV) |
| --- | --- | --- |
| 1 | 865.3 | -135477.9610 |
| 2 | 943.7 | -154611.1484 |
| 3 | 950.9 | -189248.0119 |
| 4 | 948.2 | -201851.0267 |